1.
{"formula": "C14H14ClO9P2", "method": "the ωB97M-V functional and the def2-TZVPD basis", "e_lumo_ha": -0.2037, "charge": 1, "de_lowest_ev": 1.031, "gap_ev": 5.45, "symbols": ["C", "C", "P", "P", "O", "Cl", "H", "H", "H", "H", "H", "H", "C", "C", "C", "O", "C", "C", "C", "O", "O", "O", "H", "H", "H", "H", "C", "C", "C", "O", "C", "C", "C", "O", "O", "O", "H", "H", "H", "H"], "coordinates": [[-3.424, 1.610, -7.512], [-2.581, 0.729, -6.884], [-1.018, 1.394, -6.365], [-0.952, 1.583, -4.138], [-1.548, 0.151, -3.667], [-2.308, 3.027, -3.660], [-3.164, 1.941, -8.509], [-4.297, 1.993, -6.999], [-2.830, -0.305, -6.677], [-0.874, 2.663, -6.943], [0.050, 0.542, -6.711], [-2.521, 0.216, -3.748], [2.258, -2.539, -1.534], [2.704, -2.700, -0.280], [2.071, -1.985, 0.878], [2.504, -2.182, 1.995], [0.963, -1.080, 0.606], [0.519, -0.919, -0.644], [1.137, -1.653, -1.800], [0.680, -1.470, -2.917], [-0.492, -0.099, -0.944], [3.721, -3.491, 0.017], [2.704, -3.048, -2.377], [0.529, -0.558, 1.449], [-0.639, -0.174, -1.905], [3.839, -3.431, 0.986], [0.859, -0.028, 4.523], [1.307, -0.189, 5.775], [0.674, 0.526, 6.935], [1.115, 0.323, 8.048], [-0.437, 1.431, 6.663], [-0.878, 1.590, 5.410], [-0.261, 0.855, 4.257], [-0.719, 1.028, 3.139], [-1.885, 2.401, 5.102], [2.326, -0.980, 6.074], [1.301, -0.537, 3.677], [-0.874, 1.953, 7.502], [-2.001, 2.328, 4.135], [2.440, -0.916, 7.043]], "lowdin_charge": [0.014, -0.401, 0.814, 0.388, -0.389, 0.270, 0.083, 0.083, 0.087, 0.023, 0.005, 0.077, 0.076, -0.234, -0.299, 0.124, 0.089, -0.225, -0.311, 0.068, 0.091, 0.132, 0.136, 0.114, 0.049, 0.128, 0.076, -0.232, -0.310, 0.121, 0.081, -0.239, -0.311, 0.089, 0.115, 0.128, 0.109, 0.138, 0.118, 0.126]}

---

2.
{"formula": "C14H14F4N2PdS5", "method": "the ωB97M-V functional and the def2-TZVPD basis", "e_lumo_ha": [0.0039, -0.0972], "s2": 2.04, "spin_multiplicity": 3, "gap_ev": [7.16, 4.39], "symbols": ["Pd", "C", "N", "C", "C", "C", "N", "C", "C", "F", "C", "F", "C", "C", "F", "C", "F", "H", "H", "H", "H", "H", "H", "H", "H", "H", "H", "H", "C", "S", "C", "C", "S", "S", "C", "S", "S", "H", "H", "H"], "coordinates": [[8.635, 12.905, 4.575], [5.376, 12.838, 4.413], [6.567, 13.604, 3.994], [6.530, 13.609, 2.511], [6.525, 14.941, 4.551], [7.847, 15.674, 4.302], [9.059, 14.893, 4.271], [10.223, 15.607, 4.239], [11.502, 14.930, 4.317], [11.554, 13.620, 4.594], [12.662, 15.621, 4.053], [13.844, 14.890, 4.017], [12.705, 16.987, 3.884], [11.488, 17.666, 3.778], [11.532, 18.984, 3.482], [10.304, 17.032, 4.021], [9.202, 17.829, 3.934], [4.419, 13.297, 4.009], [5.299, 12.775, 5.515], [5.443, 11.811, 3.997], [5.541, 14.028, 2.271], [6.625, 12.560, 2.237], [7.334, 14.265, 2.163], [6.245, 14.908, 5.637], [5.689, 15.535, 4.130], [7.969, 16.473, 5.064], [7.804, 16.238, 3.307], [13.624, 17.514, 3.755], [12.379, 10.030, 4.096], [11.671, 8.456, 4.686], [9.953, 8.637, 4.407], [9.161, 9.720, 4.611], [9.872, 11.128, 5.279], [7.430, 9.451, 4.405], [7.491, 7.725, 4.242], [6.271, 6.634, 4.364], [9.127, 7.151, 4.071], [13.232, 9.785, 3.441], [12.783, 10.605, 4.932], [11.643, 10.619, 3.565]], "mulliken_spin": [0.953, -0.015, 0.080, 0.015, -0.016, -0.031, 0.500, -0.040, 0.122, 0.016, -0.067, -0.003, 0.155, -0.063, -0.004, 0.117, 0.010, 0.000, 0.001, 0.004, 0.000, 0.002, -0.012, -0.003, -0.001, 0.035, 0.039, 0.009, 0.009, 0.012, 0.058, -0.016, 0.134, -0.009, 0.001, 0.003, 0.009, 0.000, 0.000, -0.007]}

---

3.
{"formula": "C14H14FLaN", "method": "the ωB97M-V functional and the def2-TZVPD basis", "e_lumo_ha": 0.0987, "charge": -1, "de_lowest_ev": 0.000, "gap_ev": 5.50, "symbols": ["C", "C", "C", "C", "C", "La", "C", "C", "C", "N", "H", "H", "H", "H", "H", "H", "H", "H", "H", "H", "F", "C", "C", "C", "C", "C", "C", "H", "H", "H", "H"], "coordinates": [[1.875, 1.256, -2.042], [1.860, 2.279, -1.045], [0.512, 2.734, -0.900], [-0.304, 1.992, -1.808], [0.537, 1.075, -2.513], [0.499, 0.123, 0.024], [2.975, -0.670, 1.155], [2.930, -1.584, 0.078], [3.910, -2.215, -0.632], [1.345, -1.782, -0.570], [0.177, 3.550, -0.253], [2.738, 2.688, -0.537], [-1.376, 2.134, -1.973], [0.227, 0.390, -3.308], [2.763, 0.741, -2.420], [3.810, 0.031, 1.214], [1.341, -2.618, -1.158], [2.330, -0.795, 2.038], [4.948, -2.013, -0.364], [3.671, -2.909, -1.426], [-5.588, -0.632, 2.545], [-4.347, -0.504, 1.964], [-4.101, -1.182, 0.775], [-2.824, -1.050, 0.182], [-1.895, -0.252, 0.815], [-2.128, 0.425, 1.995], [-3.403, 0.298, 2.599], [-4.876, -1.797, 0.320], [-2.600, -1.574, -0.753], [-1.363, 1.053, 2.470], [-3.643, 0.807, 3.529]], "lowdin_charge": [-0.243, -0.250, -0.269, -0.270, -0.261, 1.800, -0.271, -0.524, -0.087, -0.345, 0.088, 0.092, 0.092, 0.094, 0.101, 0.005, -0.029, -0.017, 0.020, 0.008, -0.004, -0.293, -0.041, -0.158, -0.363, -0.188, -0.042, 0.100, 0.082, 0.073, 0.098]}

---

4.
{"formula": "C14H14GdO6S2", "method": "the ωB97M-V functional and the def2-TZVPD basis", "e_lumo_ha": [0.0444, 0.0897], "s2": 15.87, "charge": -1, "spin_multiplicity": 8, "gap_ev": [5.71, 6.94], "symbols": ["Gd", "C", "C", "C", "C", "C", "H", "H", "H", "H", "H", "C", "O", "C", "C", "C", "C", "C", "C", "O", "C", "O", "C", "H", "H", "H", "H", "H", "H", "H", "H", "H", "O", "S", "O", "O", "S"], "coordinates": [[-0.328, 0.288, -2.205], [0.583, -2.123, -3.105], [1.513, -1.907, -2.136], [2.333, -0.836, -2.465], [1.867, -0.367, -3.741], [0.800, -1.150, -4.165], [-0.262, -2.841, -3.147], [1.435, -2.505, -1.131], [3.085, -0.270, -1.827], [2.256, 0.549, -4.185], [0.162, -1.009, -4.986], [-2.937, -0.606, 4.398], [-1.559, -0.506, 4.583], [-0.755, -0.272, 3.516], [0.552, 0.231, 3.916], [1.256, 0.706, 2.836], [0.929, 0.646, 1.481], [1.590, 1.490, 0.499], [2.858, 2.298, 0.854], [1.228, 1.565, -0.724], [-0.403, 0.143, 1.116], [-0.873, 0.092, -0.037], [-1.224, -0.255, 2.209], [-3.347, -0.734, 5.404], [-3.209, -1.405, 3.701], [-3.471, 0.321, 4.149], [0.889, 0.320, 4.959], [2.208, 1.202, 3.081], [3.673, 1.552, 0.899], [2.799, 2.872, 1.719], [3.051, 2.878, -0.032], [-2.212, -0.595, 1.910], [-1.755, 0.951, -3.930], [-2.954, 0.122, -3.436], [-2.504, -0.264, -2.063], [-4.123, 0.959, -3.457], [-3.152, -1.541, -4.458]], "mulliken_spin": [7.241, -0.038, 0.009, -0.028, 0.006, -0.061, 0.005, 0.002, -0.003, 0.000, 0.006, 0.000, 0.000, 0.000, 0.000, 0.001, 0.011, -0.007, -0.001, -0.023, -0.013, -0.030, 0.000, 0.000, 0.000, 0.000, 0.000, 0.000, 0.000, 0.000, 0.000, 0.000, -0.032, -0.019, -0.025, 0.000, -0.002]}

---

5.
{"formula": "C14H14HfN2O3S", "method": "the ωB97M-V functional and the def2-TZVPD basis", "e_lumo_ha": -0.0382, "gap_ev": 6.37, "symbols": ["C", "C", "C", "C", "C", "Hf", "N", "C", "C", "H", "H", "H", "H", "H", "H", "H", "H", "H", "H", "O", "C", "N", "S", "O", "O", "C", "C", "C", "C", "C", "C", "H", "H", "H", "H"], "coordinates": [[0.356, 1.202, -3.331], [-0.248, -0.021, -3.772], [0.450, -1.115, -3.162], [1.501, -0.557, -2.339], [1.422, 0.879, -2.435], [-0.556, 0.009, -1.337], [-1.318, 1.963, -1.206], [-2.636, 1.818, -1.687], [-2.752, 0.274, -2.004], [0.329, -2.172, -3.396], [-1.033, -0.112, -4.525], [2.319, -1.126, -1.904], [2.139, 1.582, -2.010], [0.116, 2.199, -3.699], [-3.004, 0.118, -3.052], [-2.836, 2.415, -2.593], [-1.061, 2.908, -0.921], [-3.516, -0.173, -1.368], [-3.392, 2.105, -0.937], [-1.395, -0.940, 0.424], [-0.279, -0.753, 1.076], [0.738, -0.255, 0.332], [2.262, -0.275, 1.063], [3.012, -1.369, 0.493], [2.777, 1.062, 1.026], [1.476, -0.699, 2.596], [2.092, -0.725, 3.838], [1.290, -0.953, 4.965], [-0.098, -1.140, 4.833], [-0.704, -1.131, 3.577], [0.109, -0.928, 2.450], [3.167, -0.565, 3.899], [1.748, -0.975, 5.953], [-0.701, -1.293, 5.729], [-1.775, -1.259, 3.425]], "lowdin_charge": [-0.159, -0.184, -0.206, -0.222, -0.182, 1.558, -0.229, -0.443, -0.275, 0.113, 0.115, 0.101, 0.119, 0.118, 0.007, 0.088, 0.056, 0.015, 0.086, -0.092, -0.429, -0.180, 0.698, -0.277, -0.264, -0.204, -0.022, -0.042, -0.049, 0.026, -0.129, 0.127, 0.113, 0.113, 0.131]}

---

6.
{"formula": "C14H14N5O4PtS", "method": "the ωB97M-V functional and the def2-TZVPD basis", "e_lumo_ha": [0.0820, 0.0819], "s2": 2.04, "charge": -1, "de_lowest_ev": 0.000, "spin_multiplicity": 3, "gap_ev": [4.44, 6.83], "symbols": ["Pt", "N", "N", "C", "N", "S", "H", "H", "H", "H", "H", "O", "C", "C", "C", "C", "C", "C", "C", "O", "N", "O", "O", "H", "H", "H", "H", "N", "C", "C", "C", "C", "C", "C", "H", "H", "H", "H", "H"], "coordinates": [[0.622, 0.228, -0.394], [0.455, 0.215, 1.690], [0.306, -0.952, 2.466], [-0.660, -1.889, 2.221], [-0.507, -2.956, 3.075], [-1.842, -1.758, 1.092], [1.340, 0.628, 1.970], [-0.309, 0.879, 1.849], [0.657, -0.890, 3.408], [0.456, -3.255, 3.191], [-1.148, -3.704, 2.863], [0.716, 0.383, -2.367], [-0.109, 1.164, -3.022], [-1.158, 1.977, -2.561], [-1.888, 2.729, -3.514], [-2.935, 3.551, -3.137], [-3.326, 3.681, -1.811], [-2.628, 2.955, -0.855], [-1.561, 2.113, -1.177], [-0.966, 1.473, -0.202], [-3.645, 4.302, -4.158], [-4.566, 5.031, -3.813], [-3.299, 4.182, -5.324], [0.065, 1.163, -4.097], [-1.623, 2.662, -4.560], [-4.150, 4.326, -1.548], [-2.901, 3.019, 0.191], [2.240, -0.866, -0.497], [2.544, -1.719, 0.513], [3.407, -1.335, 1.565], [3.709, -2.204, 2.599], [3.200, -3.500, 2.620], [2.388, -3.908, 1.561], [2.051, -3.045, 0.537], [3.834, -0.338, 1.540], [4.367, -1.872, 3.395], [3.465, -4.187, 3.414], [2.003, -4.923, 1.539], [1.396, -3.360, -0.265]], "mulliken_spin": [0.141, 0.004, -0.001, -0.002, 0.001, 0.000, 0.001, -0.001, 0.000, 0.000, 0.000, 0.183, 0.426, -0.077, 0.181, -0.067, 0.207, -0.048, 0.142, 0.031, -0.002, -0.002, -0.015, 0.026, 0.013, 0.021, -0.008, 0.826, -0.011, 0.023, 0.002, -0.011, 0.001, 0.033, -0.009, 0.001, -0.001, 0.002, -0.009]}

---

| no. | F_max (eV Å⁻¹) | total energy (a.u.) |
| --- | --- | --- |
| 1 | 2.3 | -2361.58478 |
| 2 | 2.3 | -3169.54584 |
| 3 | 3.9 | -728.00896 |
| 4 | 4.7 | -2555.48606 |
| 5 | 5.0 | -1323.32515 |
| 6 | 0.3 | -1634.04154 |